[1]
204
Properties=species:S:1:pos:R:3 method="wB97M-V/def2-TZVPD" e_tot_ev=-130111.46109 orbital_gap_ha=0.289 homo_energy_ev=-7.6653
C -3.6182 -3.0834 -4.4659
C -4.7349 -3.8287 -4.0728
C -4.5695 -4.9668 -3.3536
C -3.3097 -5.4109 -2.9402
C -2.1318 -4.7201 -3.3667
C -2.3504 -3.5758 -4.1803
O -1.2709 -2.8045 -4.6000
O -5.6931 -5.5600 -2.8572
H -3.7871 -2.1903 -4.9978
H -5.7098 -3.4120 -4.3434
H -3.2966 -6.2497 -2.2810
H -1.0566 -5.0813 -3.3378
H -0.4105 -3.2631 -4.3723
H -5.6825 -6.5185 -2.8617
C 8.2032 -1.4438 1.7773
C 7.5329 -0.2459 1.4610
C 7.8693 0.4803 0.3234
C 8.9123 -0.0024 -0.4630
C 9.6090 -1.1390 -0.1705
C 9.2938 -1.8369 1.0012
O 9.9806 -2.9204 1.4047
O 7.1515 1.5808 -0.0089
H 7.9090 -2.1055 2.6059
H 6.7538 0.0394 2.1759
H 9.2392 0.5239 -1.3497
H 10.3642 -1.5240 -0.8503
H 10.6341 -3.1149 0.6794
H 6.2636 1.5968 0.3966
C 1.0267 -1.1122 -1.6099
C -0.3353 -1.1367 -1.5306
C -1.0365 -0.1886 -0.8784
C -0.3545 0.8234 -0.1594
C 1.0400 0.7401 -0.1880
C 1.7448 -0.2161 -0.8742
O 3.0866 -0.2402 -0.8346
O -2.4214 -0.1711 -0.9307
H 1.5501 -1.7671 -2.2889
H -0.9203 -1.8583 -2.0771
H -0.9746 1.6435 0.1627
H 1.6592 1.4304 0.3630
H 3.4171 -1.0977 -1.0923
H -2.6681 0.7561 -0.7737
C 0.1702 1.9352 3.9779
C 0.3475 0.6794 4.3739
C 0.9266 0.3717 5.5905
C 1.1039 1.3943 6.4573
C 0.8389 2.7463 6.1257
C 0.3777 3.0000 4.8514
O 0.0828 4.2208 4.4174
O 1.2182 -0.9300 5.9847
H -0.2111 2.1401 2.9687
H 0.1993 -0.1731 3.6638
H 1.3921 1.1650 7.4726
H 0.8583 3.5336 6.9102
H 0.2229 4.8375 5.1407
H 0.6418 -1.6186 5.5800
C -6.5209 -0.1864 -3.1721
C -5.4212 -0.6968 -2.5619
C -5.5453 -1.7016 -1.5307
C -6.8316 -2.0872 -1.2197
C -7.9754 -1.5196 -1.8348
C -7.8372 -0.6329 -2.8427
O -8.8813 -0.0227 -3.4374
O -4.4100 -2.2169 -0.9954
H -6.3843 0.5403 -3.9880
H -4.4046 -0.3395 -2.8857
H -6.8881 -2.7283 -0.3461
H -8.9615 -1.6719 -1.4385
H -9.6681 -0.5882 -3.4794
H -3.7040 -1.6194 -1.2188
C 0.2840 4.2141 -1.1626
C 0.3145 3.6026 -2.3653
C 0.6489 4.3693 -3.5253
C 1.1019 5.6718 -3.3884
C 1.2492 6.1833 -2.0846
C 0.7334 5.5222 -1.0076
O 0.8895 6.0383 0.2698
O 0.5987 3.7101 -4.7358
H -0.0770 3.7266 -0.2615
H 0.0236 2.5438 -2.4688
H 1.4832 6.3333 -4.1851
H 1.7127 7.1754 -1.8675
H 1.3846 6.8572 0.0981
H 0.7314 4.3131 -5.4576
C -2.3680 4.6411 2.0033
C -3.7711 4.9421 2.0855
O -4.3395 5.9551 1.7066
N -4.4640 3.9025 2.6603
C -5.8911 3.9941 2.9789
H -2.0670 4.7625 0.9963
H -2.1209 3.6742 2.4443
H -1.9010 5.4426 2.5994
H -4.0208 3.0453 2.8967
H -6.0682 4.6890 3.7868
H -6.2580 2.9840 3.2392
H -6.4248 4.2832 2.0653
C -3.6710 2.1961 -6.2404
C -3.1656 0.7778 -6.3739
O -3.6255 0.0651 -7.2826
N -2.0933 0.4291 -5.6225
C -1.6538 1.0134 -4.3214
H -3.1012 2.9522 -5.6237
H -4.6438 2.1348 -5.7207
H -3.8415 2.4540 -7.3021
H -1.7842 -0.5322 -5.7589
H -1.1903 2.0184 -4.4170
H -0.9167 0.3346 -3.8281
H -2.5072 1.0961 -3.6228
C 3.2900 -4.8760 -4.0813
C 2.2780 -3.7572 -4.2330
O 1.0785 -3.9533 -3.9398
N 2.7528 -2.6569 -4.8244
C 1.9286 -1.6191 -5.3080
H 3.3255 -5.3365 -5.0658
H 2.9509 -5.5763 -3.3561
H 4.3427 -4.6522 -3.8434
H 3.7577 -2.5429 -4.7769
H 2.3694 -0.6349 -5.3362
H 1.0162 -1.6182 -4.7500
H 1.6273 -1.8870 -6.3548
C 5.9878 -3.6456 0.0777
C 5.6876 -2.7416 -1.1385
O 4.5315 -2.7334 -1.6292
N 6.7189 -2.0286 -1.6071
C 6.5730 -1.3760 -2.9463
H 6.6446 -4.4712 -0.1177
H 5.0728 -4.0030 0.5466
H 6.5146 -3.1490 0.9347
H 7.6142 -2.0995 -1.1568
H 7.2017 -2.0066 -3.5802
H 6.9395 -0.3511 -2.8651
H 5.5240 -1.4320 -3.2297
C -5.2025 2.1718 -0.2398
C -4.0401 2.9398 -0.7442
O -2.9099 2.4720 -0.9140
N -4.3382 4.2290 -1.0987
C -3.4252 5.0985 -1.7371
H -4.9259 1.6962 0.7207
H -5.4917 1.3624 -0.9514
H -6.1512 2.7261 -0.0540
H -5.2364 4.5886 -0.9673
H -2.9720 5.8592 -1.0531
H -3.8838 5.6880 -2.5785
H -2.5934 4.5654 -2.1862
C -2.8024 -0.1893 2.5718
C -3.0148 0.3495 3.9553
O -3.6314 1.4035 4.1821
N -2.6748 -0.5945 4.9381
C -2.4956 -0.2109 6.3717
H -3.0173 0.6312 1.8534
H -3.4920 -1.0117 2.3837
H -1.7637 -0.4729 2.4457
H -1.9170 -1.1889 4.6552
H -2.3173 -1.0836 7.0321
H -3.3457 0.4061 6.6865
H -1.6443 0.4449 6.4044
C 5.1173 1.4569 6.3865
C 5.3744 2.2122 5.1294
O 5.8702 3.3301 5.1399
N 5.1317 1.5039 3.9446
C 4.0027 0.5101 3.8251
H 4.0997 1.1044 6.4330
H 5.4092 2.1451 7.1588
H 5.6977 0.5824 6.3762
H 5.2498 2.0833 3.1127
H 3.0324 1.0418 3.7691
H 3.9611 -0.2255 4.6732
H 4.1540 -0.0986 2.9451
C -1.6489 -3.8103 -0.1165
C -2.4842 -4.8135 0.5261
O -2.1196 -5.9918 0.6255
N -3.6367 -4.3009 1.0602
C -4.5346 -5.1926 1.7278
H -0.7531 -4.2438 -0.5874
H -1.4199 -3.0192 0.6031
H -2.2767 -3.3382 -0.8778
H -3.9638 -3.4181 0.6770
H -5.0382 -4.7124 2.5621
H -3.9215 -5.9792 2.1023
H -5.3104 -5.7134 1.1358
C 4.0132 3.1049 -1.1691
C 3.8759 2.9272 0.3050
O 4.4856 2.1018 0.9733
N 3.1576 3.8758 0.8965
C 3.0750 3.8989 2.3608
H 3.8746 4.1588 -1.5819
H 3.3147 2.5699 -1.7817
H 5.0031 2.7636 -1.4148
H 2.5767 4.5511 0.3408
H 4.0593 3.6824 2.7594
H 2.3322 3.2661 2.8485
H 2.8732 4.9807 2.5000
C 0.9641 -2.9459 2.5497
C -0.1952 -3.4265 3.3265
O -0.6956 -2.6116 4.1036
N -0.6809 -4.6845 3.1220
C -1.9336 -5.1006 3.7439
H 1.4223 -3.7423 1.9527
H 1.7966 -2.5419 3.1206
H 0.5714 -2.1259 1.8468
H -0.3145 -5.0924 2.2430
H -2.0403 -4.8882 4.8148
H -2.0893 -6.1681 3.4633
H -2.7135 -4.5745 3.2393

=====

[2]
200
Properties=species:S:1:pos:R:3 method="wB97M-V/def2-TZVPD" e_tot_ev=-113226.37647 orbital_gap_ha=0.200 homo_energy_ev=-9.3093 charge=+1
Hf -3.5255 0.6970 1.5237
C -3.0423 -4.4265 -0.2286
C -3.2057 -3.2286 -1.3074
C -3.4553 -3.8041 -2.6948
C -4.9360 -4.3404 -2.8124
C -5.9123 -3.1754 -2.5445
C -5.6629 -2.5772 -1.1284
N -4.2640 -2.2048 -0.9975
O -3.8736 -1.3482 0.1836
C -6.2431 -3.6106 -0.1196
C -6.5108 -1.3174 -1.0970
C -1.8146 -2.5351 -1.4325
H -2.8120 -4.0155 0.7543
H -2.3128 -5.1289 -0.6318
H -3.9831 -4.9770 -0.2354
H -2.8426 -4.6928 -2.8464
H -3.1606 -3.0949 -3.4683
H -5.1833 -5.1876 -2.1728
H -5.0187 -4.5873 -3.8708
H -6.9225 -3.5754 -2.6314
H -5.9025 -2.4351 -3.3443
H -5.5640 -3.4328 0.7142
H -6.2581 -4.6505 -0.4459
H -7.2574 -3.3179 0.1519
H -6.1031 -0.6526 -1.8585
H -6.6267 -0.8126 -0.1380
H -7.5491 -1.4400 -1.4053
H -1.2414 -2.4721 -0.5076
H -1.9183 -1.5283 -1.8372
H -1.1849 -3.1727 -2.0530
C 1.1278 2.0168 -0.6026
C 0.2171 0.8020 -1.0038
C 0.9964 -0.0803 -2.0278
C 2.0627 -0.9287 -1.4340
C 1.6287 -1.7198 -0.1422
C 0.7956 -0.7416 0.8595
N -0.2590 -0.0201 0.0738
O -1.1345 0.7586 0.8961
C 1.7846 0.1349 1.6306
C 0.2187 -1.6820 1.9486
C -0.9368 1.3905 -2.0147
H 2.1880 1.7648 -0.5791
H 0.8370 2.5243 0.3171
H 0.9306 2.7556 -1.3794
H 1.2835 0.4927 -2.9095
H 0.2731 -0.8449 -2.3111
H 2.9274 -0.3453 -1.1176
H 2.4007 -1.6001 -2.2233
H 2.5341 -2.0927 0.3366
H 1.0431 -2.5628 -0.5089
H 2.5876 0.5464 1.0191
H 2.3178 -0.4214 2.4015
H 1.2107 0.9430 2.0842
H -0.1468 -1.1043 2.7976
H 0.8578 -2.3186 2.5606
H -0.5188 -2.3828 1.5574
H -1.5420 2.1013 -1.4520
H -1.6861 0.7022 -2.4057
H -0.5921 1.8986 -2.9153
C -0.2923 1.8025 4.5868
C -1.4206 2.2863 5.4684
C -0.8144 3.5164 6.2680
C -1.7904 4.3878 7.0200
C -2.9033 4.8672 6.0509
C -3.5964 3.6977 5.2560
N -2.6064 2.7326 4.6547
O -3.1201 1.7613 3.6698
C -4.3704 4.4339 4.1920
C -4.6538 2.9863 6.2227
C -1.7712 1.2188 6.5057
H -0.5503 0.9094 4.0177
H 0.5369 1.4344 5.1909
H 0.1899 2.5297 3.9335
H -0.2729 4.1155 5.5360
H -0.0794 3.1374 6.9781
H -1.2068 5.1954 7.4618
H -2.2176 3.8354 7.8569
H -2.3640 5.6114 5.4649
H -3.7004 5.4607 6.4987
H -5.2705 4.8954 4.5982
H -4.7779 3.8102 3.3963
H -3.8502 5.1409 3.5457
H -5.6386 3.0497 5.7598
H -4.7125 3.4684 7.1985
H -4.5163 1.9199 6.4015
H -2.0313 0.2927 5.9930
H -2.6304 1.4032 7.1507
H -0.9013 1.0168 7.1306
C 6.1160 -3.1436 -4.7488
C 5.1334 -2.6311 -3.8801
C 5.3294 -2.3433 -2.5061
C 6.6687 -2.4286 -2.0234
C 7.6781 -2.9321 -2.9538
C 7.3733 -3.3114 -4.2397
N 7.0684 -1.9963 -0.6819
O 6.2815 -1.2453 -0.0837
O 8.1199 -2.3095 -0.1950
H 5.9719 -3.4301 -5.7801
H 4.0761 -2.5123 -4.0656
H 4.4843 -2.0319 -1.9100
H 8.7374 -2.8937 -2.7467
H 8.1025 -3.7055 -4.9320
C 4.9310 1.2834 -2.4954
C 5.0354 1.3276 -3.9057
C 4.4984 2.4670 -4.4788
C 3.8533 3.5022 -3.7615
C 3.8354 3.3479 -2.3402
C 4.4061 2.3196 -1.7100
N 3.2900 4.7029 -4.4265
O 2.9945 4.5422 -5.5855
O 3.0643 5.6837 -3.7287
H 5.3030 0.3750 -2.0451
H 5.3139 0.5278 -4.5760
H 4.8426 2.6369 -5.4883
H 3.2966 4.1383 -1.8388
H 4.5046 2.2937 -0.6349
C 5.0167 -3.1094 2.5912
C 4.6492 -2.1344 3.5116
C 3.4624 -2.2891 4.2561
C 2.8481 -3.5088 4.1611
C 3.3475 -4.4808 3.2958
C 4.3161 -4.2463 2.3931
N 1.7431 -3.8511 5.0920
O 1.8846 -3.6891 6.2444
O 0.7189 -4.2961 4.5312
H 5.9056 -2.9241 2.0064
H 5.1677 -1.1874 3.5398
H 3.2392 -1.5919 5.0501
H 2.8765 -5.4499 3.2221
H 4.6173 -4.8902 1.5801
C -3.6190 -3.4457 3.1672
C -2.8210 -2.2478 3.4844
O -2.9557 -1.1601 2.9095
C -1.9443 -2.3476 4.7556
H -4.3704 -3.2798 2.3952
H -4.2160 -3.7665 4.0210
H -2.9596 -4.2745 2.9097
H -1.0267 -1.7600 4.7285
H -1.8211 -3.4035 4.9967
H -2.5615 -1.9821 5.5763
C -5.3360 3.2791 -1.9053
C -4.6524 1.9533 -1.7171
O -4.3207 1.5871 -0.5939
C -4.2848 1.2504 -2.9341
H -6.0680 3.2084 -2.7098
H -4.5197 3.9135 -2.2507
H -5.6886 3.5764 -0.9177
H -5.0830 0.9622 -3.6181
H -3.7919 0.2803 -2.8704
H -3.6268 2.0120 -3.3527
C -1.0380 4.5181 1.1959
C -2.5585 4.1678 1.0135
O -2.8616 3.0066 1.1308
C -3.5374 5.2472 0.6794
H -0.4338 3.7902 1.7373
H -0.8419 5.4814 1.6668
H -0.5331 4.6715 0.2421
H -3.3652 5.5603 -0.3503
H -3.4112 6.1378 1.2951
H -4.5312 4.8055 0.7526
C 0.1923 4.0686 -5.3274
C -0.7744 4.8288 -4.4574
O -1.8548 4.3836 -4.0183
C -0.3755 6.3364 -4.3259
H 0.2599 4.5827 -6.2862
H -0.1038 3.0279 -5.4593
H 1.1188 4.0332 -4.7544
H -0.2574 6.8070 -5.3019
H 0.6327 6.3913 -3.9153
H -1.0364 6.8912 -3.6599
C 2.3982 -0.6123 -5.8701
C 1.4719 -1.7322 -5.2701
O 1.8475 -2.9097 -5.0674
C -0.0039 -1.3462 -5.1800
H 2.1810 -0.6455 -6.9377
H 3.4709 -0.6470 -5.6800
H 2.0719 0.3958 -5.6142
H -0.0782 -0.6865 -4.3155
H -0.5895 -2.2546 -5.0386
H -0.4022 -0.9520 -6.1149
C 2.7049 -5.3768 -2.8363
C 1.4414 -6.2391 -2.8014
O 1.3605 -7.1383 -1.9834
C 0.2936 -5.8342 -3.6387
H 3.5712 -5.9107 -2.4459
H 2.5536 -4.5303 -2.1665
H 2.8950 -4.9802 -3.8337
H 0.4953 -4.9096 -4.1796
H -0.5730 -5.7846 -2.9794
H 0.0434 -6.6912 -4.2640
C 6.5914 1.2618 2.5718
C 5.8956 2.6470 2.7834
O 6.4970 3.6826 3.0691
C 4.3920 2.7118 2.4776
H 7.3960 1.4650 1.8650
H 5.8632 0.5573 2.1699
H 7.0388 0.7843 3.4435
H 4.0619 3.6831 2.8460
H 3.8819 1.8816 2.9661
H 4.3169 2.5751 1.3988